Here is a 2-piece molecular cluster, C2H9BClN2O8S overall from the OMol25 dataset. Energies are from the ωB97M-V functional and the def2-TZVPD basis.

```
24
Properties=species:S:1:pos:R:3:forces:R:3
C 2.22530 -1.41480 0.94588 0.10 -0.02 0.05
N 2.32875 -0.29370 1.87830 -0.26 0.02 -0.16
C 2.72441 0.96548 1.27763 0.10 -0.13 0.04
O 1.81881 1.98871 1.68970 0.08 0.09 0.09
S 0.72414 2.45406 0.56241 0.02 -0.01 0.00
O -0.22079 3.22560 1.33014 0.00 -0.01 -0.05
O 0.07850 1.02673 0.21188 -0.43 0.48 -0.06
B -0.98070 0.36049 0.89014 -0.15 0.03 0.22
N -2.05174 -0.17264 0.13528 0.82 -0.16 -0.55
O -0.86258 0.29168 2.26621 0.77 -0.40 -0.15
H 1.41352 -2.07456 1.25462 0.02 0.00 0.02
H 2.02153 -1.09442 -0.08254 -0.04 -0.01 0.01
H 3.14002 -2.01197 0.94869 0.01 0.03 -0.07
H 1.41984 -0.12433 2.29366 0.06 0.02 0.08
H 3.71151 1.28360 1.61686 -0.02 0.02 0.02
H 2.73968 0.89202 0.18027 0.03 0.00 0.01
H -2.02802 0.11460 -0.84490 -0.15 -0.09 -0.02
H -2.13210 -1.18158 0.09261 -0.49 0.05 0.40
H -1.14925 -0.54609 2.63298 -0.54 0.09 0.10
O -2.90558 0.06472 -5.05528 0.00 0.01 -0.01
Cl -2.98966 -0.74030 -3.86347 0.02 -0.05 0.05
O -2.26830 -0.07483 -2.78881 0.06 0.06 -0.05
O -2.38866 -2.03245 -4.09776 0.00 0.00 0.00
O -4.36864 -0.90604 -3.47449 -0.02 0.00 0.01
```
Forces are in eV/Å.

Computed properties:
- gap between HOMO and LUMO (eV) = 8.591
- calculated total energy (Eh) = -1676.20111
- net charge = -1
- E_LUMO (eV) = 2.50

natural (NBO) population analysis, charges in e, atoms 1 to 4: C -0.419; N -0.661; C 0.087; O -0.724



Here is C21H29BN8O2RuS as an isolated structure from the OMol25 dataset. Energies are from the ωB97M-V functional and the def2-TZVPD basis.

```
63
Properties=species:S:1:pos:R:3:forces:R:3
Ru 0.82101 0.29257 -0.32780 0.00 -0.08 -0.04
B 2.84257 2.74612 0.35387 0.01 -0.03 -0.08
N 3.65230 1.53336 -0.17639 -0.04 -0.02 0.04
C 4.94403 1.39920 -0.47329 -0.01 -0.01 -0.02
C 5.17043 0.10805 -0.93280 0.00 -0.01 0.01
C 3.92817 -0.50477 -0.88643 0.00 0.02 -0.02
N 3.01422 0.36546 -0.42523 0.03 0.03 0.00
N 1.85022 3.18967 -0.76332 0.02 0.04 0.08
C 1.75481 4.34853 -1.41534 -0.04 0.00 -0.02
C 0.64143 4.30733 -2.24426 0.02 -0.01 0.01
C 0.10454 3.04600 -2.03172 0.00 0.02 0.01
N 0.83894 2.37797 -1.13371 -0.01 -0.02 -0.04
H 2.16932 2.36227 1.29332 -0.02 0.03 0.00
H 3.57471 3.65229 0.62163 0.02 0.00 0.01
H 5.62050 2.22634 -0.33739 0.00 0.00 0.00
H 6.10361 -0.32213 -1.24905 0.00 0.00 0.00
H 3.64415 -1.51173 -1.15117 -0.01 0.00 0.00
H 2.47533 5.12965 -1.24101 0.00 0.00 0.00
H 0.27955 5.07908 -2.89960 0.00 0.00 0.00
H -0.77156 2.59293 -2.46337 0.00 0.00 -0.01
C -3.10268 -7.28488 0.02892 -0.01 0.00 -0.01
C -2.05815 -6.21644 -0.11838 0.02 0.01 0.00
C -2.22984 -4.96502 0.47514 0.01 -0.01 -0.01
C -1.25599 -3.99007 0.36890 -0.01 0.02 0.01
C -0.09630 -4.25966 -0.34505 0.00 0.01 -0.01
C 0.09691 -5.49331 -0.94807 0.03 0.01 -0.01
C -0.88615 -6.46226 -0.82922 -0.03 0.00 0.01
S 1.16521 -3.04042 -0.45848 0.02 -0.03 -0.01
O 1.60032 -2.69110 0.87164 0.01 0.00 -0.02
O 2.13798 -3.49357 -1.41222 -0.01 0.02 0.03
N 0.42729 -1.68589 -1.00066 0.01 0.03 0.01
C -0.04101 -1.55184 -2.30562 0.00 0.00 -0.01
C -0.21020 -2.55505 -3.25620 -0.01 0.01 0.00
C -0.68658 -2.18708 -4.49953 0.00 0.01 0.00
C -0.96861 -0.85313 -4.77145 0.00 -0.01 0.01
C -0.75888 0.07340 -3.77119 0.00 -0.01 -0.02
N -0.31418 -0.26441 -2.55861 0.01 -0.02 0.06
H -4.08702 -6.85630 0.21044 0.00 0.00 0.00
H -2.86230 -7.93448 0.87288 0.00 0.00 0.00
H -3.15556 -7.90979 -0.86145 0.00 0.00 0.00
H -3.13882 -4.75881 1.02652 0.00 0.00 0.00
H -1.39410 -3.02201 0.83412 -0.01 0.00 0.00
H 1.00865 -5.68530 -1.49763 0.00 0.00 0.00
H -0.73935 -7.42791 -1.29669 0.00 0.00 0.00
H 0.04007 -3.58038 -3.03336 0.00 0.00 0.00
H -0.82905 -2.94100 -5.26238 0.00 0.00 0.00
H -1.33314 -0.53674 -5.73742 0.00 0.00 0.00
H -0.94599 1.12392 -3.94922 0.01 0.01 0.01
N -1.25650 1.05729 0.48951 -0.03 0.01 0.01
C -1.96792 0.28379 1.53116 0.01 0.02 -0.02
C -1.17277 0.21887 2.82477 0.00 -0.02 0.02
C 0.05296 -0.67848 2.77392 0.00 0.01 0.00
N 1.13396 -0.12890 1.93098 0.03 -0.02 0.01
H -1.11384 2.01592 0.79908 0.01 0.00 0.00
H -1.82822 1.11531 -0.34953 0.01 0.00 -0.01
H -2.13112 -0.72174 1.13735 0.00 0.00 0.00
H -2.94834 0.72581 1.72056 0.00 0.00 0.01
H -1.83160 -0.16289 3.60656 -0.01 0.00 -0.01
H -0.89278 1.23050 3.13984 0.01 0.00 0.00
H -0.20339 -1.65492 2.36177 0.00 0.00 0.01
H 0.42574 -0.84746 3.78629 0.00 0.02 0.00
H 1.87842 -0.82165 1.86578 -0.01 -0.01 -0.01
H 1.53295 0.71142 2.34346 -0.02 0.00 0.00
```
Forces are in eV/Å.

Computed properties:
- gap between HOMO and LUMO (alpha / beta) (eV) = 9.462 / 6.965
- multiplicity = 6
- relative energy (zero: lowest compared OMol25 entry of this formula, charge and spin) (kJ/mol) = 0.0
- calculated total energy (Eh) = -1923.88520
- net charge = +1
- E_LUMO (alpha / beta) (eV) = -2.02 / -4.67

natural (NBO) population analysis, charges in e, atoms 1 to 4: Ru 1.698; B 0.174; N -0.286; C 0.035



Here is a 2-piece molecular cluster, C3H11N2O overall at a distorted geometry from the OMol25 dataset. Energies are from the ωB97M-V functional and the def2-TZVPD basis.

```
17
Properties=species:S:1:pos:R:3:forces:R:3
C 0.41402 -1.56345 1.97540 -1.41 -0.26 0.35
C 0.14624 -0.63105 0.83952 0.97 1.18 0.31
C -1.08091 -0.12014 0.60941 0.72 -1.22 0.38
N -1.28253 0.98428 -0.31475 0.36 0.67 -0.43
N 1.27607 -0.10661 0.23069 -0.43 -0.38 -0.07
H 0.72596 -2.56144 1.68157 0.07 -0.01 -0.33
H -0.54426 -1.65415 2.49638 0.30 -0.30 0.24
H 1.13982 -1.19339 2.69428 0.13 0.34 -0.16
H -1.90729 -0.45568 1.20850 -0.38 0.20 -0.32
H -2.13516 1.47350 -0.07132 -0.32 0.13 -0.09
H -1.25409 0.82153 -1.33583 -0.32 -0.47 0.32
H -0.51913 1.67033 -0.26027 0.17 -0.03 0.50
H 2.15705 -0.48758 0.54114 -0.07 -0.07 -0.08
H 1.21728 0.00335 -0.76402 0.22 0.36 -0.35
H 0.92448 1.71672 -2.93430 0.12 -0.07 -0.37
H 0.34471 0.25085 -3.04724 0.29 0.47 -0.27
O 0.40651 1.04154 -2.49166 -0.41 -0.55 0.37
```
Forces are in eV/Å.

Computed properties:
- gap between HOMO and LUMO (eV) = 9.701
- relative energy (zero: lowest compared OMol25 entry of this formula, charge and spin) (kJ/mol) = 116.1
- calculated total energy (Eh) = -305.40850
- net charge = +1
- E_LUMO (eV) = -3.28

natural (NBO) population analysis, charges in e, atoms 1 to 4: C -0.661; C 0.260; C -0.232; N -0.681



Here is a 3-piece molecular cluster, C4H11NO3 overall from the OMol25 dataset. Energies are from the ωB97M-V functional and the def2-TZVPD basis.

```
19
Properties=species:S:1:pos:R:3:forces:R:3
C 2.17014 1.32116 -0.07688 -0.07 -0.17 0.02
C 0.67607 -0.23322 -0.19010 0.04 -0.14 0.08
O 0.92123 -0.87725 -1.39086 -0.03 0.12 0.27
O 2.41611 1.20516 1.24044 -0.06 -0.11 -0.03
O 0.88830 -0.79500 0.91434 -0.06 0.11 -0.36
H 1.32216 -1.72553 -1.15661 -0.03 0.04 0.04
H 2.08604 0.29327 1.49066 0.03 0.15 -0.06
H 1.88873 2.32434 -0.39186 0.00 -0.03 0.02
H 2.80252 0.76763 -0.77337 -0.02 0.01 0.04
C -1.48522 0.17571 -0.08194 0.15 -0.10 -0.02
C -1.93532 -1.10204 -0.71285 0.00 0.00 0.01
N -1.65200 0.30138 1.27201 0.07 0.00 0.04
H -1.38701 1.19479 1.66384 -0.02 -0.05 -0.05
H -1.22910 -0.45947 1.79818 -0.02 0.03 -0.07
H -1.67482 1.08600 -0.64377 0.02 -0.01 0.01
H 0.36067 0.81165 -0.35820 -0.04 0.09 -0.01
H -1.57966 -1.17754 -1.73834 -0.02 0.01 0.03
H -3.03007 -1.15012 -0.71204 0.06 0.01 0.01
H -1.55879 -1.96091 -0.15264 0.00 0.03 0.01
```
Forces are in eV/Å.

Computed properties:
- gap between HOMO and LUMO (alpha / beta) (eV) = 7.566 / 7.224
- relative energy (zero: lowest compared OMol25 entry of this formula, charge and spin) (kJ/mol) = 500.2
- calculated total energy (Eh) = -439.33539
- E_LUMO (alpha / beta) (eV) = 0.44 / 0.38

natural (NBO) population analysis, charges in e, atoms 1 to 4: C -0.045; C 0.436; O -0.731; O -0.707